Model a:
{"formula": "C6H12N", "method": "wB97M-V/def2-TZVPD", "charge": 1, "orbital_gap_ev": 5.9, "lumo_ev": -7.13, "elements": ["C", "C", "C", "C", "C", "C", "N", "H", "H", "H", "H", "H", "H", "H", "H", "H", "H", "H", "H"], "positions_angstrom": [[1.2198, -1.2495, -0.5912], [-0.0302, -1.2604, 0.3573], [-0.4472, 0.1866, 0.6007], [-1.8825, 0.6276, 0.5850], [0.2701, 2.2409, 0.5023], [0.6197, 1.0070, 1.0065], [0.8349, -1.5203, -1.9749], [1.7400, -0.2966, -0.4228], [1.8455, -2.0384, -0.2676], [-0.8739, -1.8747, -0.1166], [0.2757, -1.7105, 1.3201], [-2.0862, 1.2685, 1.4714], [-2.1403, 1.2001, -0.3708], [0.0907, 2.3841, -0.5869], [-0.1819, 3.0169, 1.0650], [1.3513, 0.8164, 1.7577], [0.2914, -0.8340, -2.3814], [-2.5286, -0.2565, 0.6472], [1.6317, -1.7073, -2.6011]]}



Model b:
{"formula": "C6H12N", "method": "wB97M-V/def2-TZVPD", "charge": 1, "orbital_gap_ev": 12.8, "lumo_ev": -2.86, "elements": ["C", "C", "C", "C", "C", "C", "N", "H", "H", "H", "H", "H", "H", "H", "H", "H", "H", "H", "H"], "positions_angstrom": [[-0.3965, 1.7804, -0.5602], [0.3698, 0.7195, 0.1672], [-0.3679, -0.5671, -0.1371], [1.5931, 0.9027, 1.0779], [-1.7589, -0.7207, 0.3390], [0.4790, -1.8671, -0.3606], [-0.0072, 0.4761, -1.2003], [-1.4382, 1.9529, -0.5179], [0.1817, 2.6527, -0.6655], [1.9735, 0.0235, 1.5592], [1.1952, 1.5761, 1.7873], [2.3963, 1.3411, 0.4661], [-2.5260, -1.2069, -0.2181], [-2.1559, 0.3123, 0.7008], [-1.6032, -1.2216, 1.1940], [-0.3704, -2.4393, -0.9564], [0.6874, -2.4587, 0.5120], [1.2691, -1.8203, -1.0727], [0.4791, 0.5644, -2.1147]]}



Model c:
{"formula": "C6H12N", "method": "wB97M-V/def2-TZVPD", "charge": 1, "orbital_gap_ev": 10.5, "lumo_ev": -4.09, "elements": ["C", "C", "C", "C", "C", "C", "N", "H", "H", "H", "H", "H", "H", "H", "H", "H", "H", "H", "H"], "positions_angstrom": [[-2.4545, 1.0713, -1.1343], [-1.3684, 1.0114, -1.6066], [-0.5758, -0.1621, 0.8541], [-0.8811, -1.5584, 1.1193], [0.9212, 1.5486, 0.1452], [1.5450, -0.7918, -0.1683], [0.5075, 0.1618, 0.2798], [-3.3510, 1.3308, -0.6241], [-0.3978, 0.9257, -2.0663], [-1.2720, 0.6650, 1.1880], [-0.3355, -2.1467, 0.4009], [-1.9926, -1.6703, 1.1228], [-0.5096, -1.8573, 2.1992], [1.5695, 1.5000, -0.7771], [0.1349, 2.2003, -0.0383], [1.6006, 1.9109, 0.9329], [2.2343, -0.4376, -0.9570], [2.0332, -1.0886, 0.7177], [1.1292, -1.6903, -0.5476]]}



Model d:
{"formula": "C6H12N", "method": "wB97M-V/def2-TZVPD", "charge": 1, "orbital_gap_ev": 5.8, "lumo_ev": -6.79, "elements": ["C", "C", "C", "C", "C", "C", "N", "H", "H", "H", "H", "H", "H", "H", "H", "H", "H", "H", "H"], "positions_angstrom": [[1.6345, -0.9925, -0.2060], [0.6510, -0.5381, 1.1247], [-0.1948, 0.4494, 0.5128], [-1.6370, 0.1912, 1.1610], [-1.1002, 1.7566, -0.9405], [0.1546, 1.4208, -0.4138], [1.0657, -1.6004, -1.3432], [2.0528, -0.0197, -0.5042], [2.3376, -1.9181, -0.0049], [0.1379, -1.4397, 1.4857], [1.3449, -0.0699, 1.7874], [-2.4685, 1.1902, 1.5752], [-2.2616, -0.4674, 0.4447], [-1.8334, 1.5070, -1.7717], [-1.5911, 2.3795, -0.1688], [0.8608, 2.1045, -0.8353], [0.5850, -1.0290, -2.0886], [-1.3734, -0.5998, 1.9980], [1.6350, -2.3247, -1.8123]]}



The structure with the greatest stability is model b.



Model a:
{"formula": "C6H12N", "method": "wB97M-V/def2-TZVPD", "charge": 1, "orbital_gap_ev": [8.4, 8.4], "lumo_ev": [-3.83, -3.83], "elements": ["C", "C", "C", "C", "C", "C", "N", "H", "H", "H", "H", "H", "H", "H", "H", "H", "H", "H", "H"], "positions_angstrom": [[-0.1918, -0.2003, -0.6384], [0.4153, -1.4120, -0.0265], [-0.7534, -2.2536, -0.5301], [-0.0367, 1.1075, -0.8977], [-1.9524, -2.3237, 0.3646], [1.0276, 2.5500, 0.7447], [1.2012, 1.8155, -0.4287], [1.4199, -1.8514, -0.4320], [0.5115, -1.4282, 1.1281], [-0.5945, -2.7992, -1.4918], [-0.8325, 1.8619, -1.0736], [-1.6164, -1.9466, 1.2558], [-2.2848, -3.3002, 0.2890], [-2.6756, -1.6743, -0.0558], [0.2410, 3.4194, 0.7063], [0.7741, 1.9129, 1.5802], [1.8803, 3.0085, 1.1710], [1.9510, 1.1397, -0.4562], [1.5162, 2.3741, -1.2088]]}



Model b:
{"formula": "C6H12N", "method": "wB97M-V/def2-TZVPD", "charge": 1, "orbital_gap_ev": 12.2, "lumo_ev": -2.83, "elements": ["C", "C", "C", "C", "C", "C", "N", "H", "H", "H", "H", "H", "H", "H", "H", "H", "H", "H", "H"], "positions_angstrom": [[0.8149, -0.6774, -0.0510], [-1.3201, 0.1511, -0.3665], [-0.2527, 0.5100, 0.5644], [2.2815, -0.6635, 0.0070], [-2.0113, -1.2440, -0.5516], [-0.0193, 1.7864, 1.3146], [0.0848, 0.1941, -0.9247], [0.4238, -1.6286, -0.3908], [-1.9485, 0.9593, -0.7149], [2.7353, 0.3046, -0.1095], [2.7244, -1.1258, -0.8444], [2.8538, -1.0107, 0.8544], [-1.8638, -1.4993, -1.5924], [-3.0631, -1.0868, -0.3199], [-1.6240, -1.8835, 0.2281], [-0.8603, 2.4818, 0.9608], [1.0271, 2.1498, 1.3861], [-0.4084, 1.5864, 2.3475], [0.4260, 0.6961, -1.7972]]}



The structure with the greatest stability is model b.



Model a:
{"formula": "C6H12N", "method": "wB97M-V/def2-TZVPD", "charge": 1, "orbital_gap_ev": 4.6, "lumo_ev": -6.77, "elements": ["C", "C", "C", "C", "C", "C", "N", "H", "H", "H", "H", "H", "H", "H", "H", "H", "H", "H", "H"], "positions_angstrom": [[-4.1403, -0.8490, 0.1669], [1.9909, 0.3361, -1.9759], [1.4540, 0.0412, -0.7583], [-0.0407, -0.0405, -0.5345], [2.0734, 0.5505, 1.6748], [2.2787, -0.1431, 0.3677], [-2.9809, -0.1891, 0.1566], [-4.5119, -1.1163, 1.1663], [-3.8788, 0.4315, 0.5549], [1.5356, 0.5742, -2.9197], [3.0829, 0.3382, -1.9912], [-0.5758, 0.7540, -1.0655], [-0.3784, -0.9581, -1.0255], [2.1258, -0.2400, 2.4323], [2.7735, 1.3565, 1.8893], [3.3115, -0.5135, 0.3402], [-4.7246, -1.1705, -0.7053], [1.0270, 0.8657, 1.7412], [-0.4220, -0.0278, 0.4857]]}



Model b:
{"formula": "C6H12N", "method": "wB97M-V/def2-TZVPD", "charge": 1, "orbital_gap_ev": 8.8, "lumo_ev": -5.56, "elements": ["C", "C", "C", "C", "C", "C", "N", "H", "H", "H", "H", "H", "H", "H", "H", "H", "H", "H", "H"], "positions_angstrom": [[-1.1677, 1.2247, 2.1173], [-1.3221, 1.2192, 0.7271], [0.1212, -0.6187, -0.0080], [1.4821, -1.0129, -0.1138], [-1.0231, -1.2749, -0.7005], [0.4757, 1.3915, -0.9884], [-0.1807, 0.6841, -0.0017], [-1.8753, 1.5056, 2.9404], [-0.1931, 1.1683, 2.4251], [-2.1149, 1.0967, 0.0102], [1.9964, -0.0871, -0.2809], [1.6988, -1.7369, -0.8217], [1.8442, -1.4276, 0.8748], [-0.9184, -0.8444, -1.6939], [-1.9706, -0.9777, -0.3120], [-0.9390, -2.3346, -0.7075], [0.5114, 0.9796, -2.0648], [1.5887, 1.6370, -0.9475], [-0.1721, 2.2746, -1.1886]]}



The structure with the greatest stability is model b.



Model a:
{"formula": "C6H14", "method": "wB97M-V/def2-TZVPD", "charge": 0, "orbital_gap_ev": 9.5, "lumo_ev": 1.05, "elements": ["C", "C", "C", "C", "C", "C", "H", "H", "H", "H", "H", "H", "H", "H", "H", "H", "H", "H", "H", "H"], "positions_angstrom": [[-0.8020, 1.5891, 1.1088], [0.1117, 0.9974, 0.0088], [0.1536, -0.6588, -0.3534], [-1.3029, -0.2261, -0.9515], [1.4460, -0.8341, -1.2064], [0.3969, -1.3492, 1.0188], [-0.9052, 0.8911, 1.9435], [-1.8196, 1.8966, 0.8121], [-0.3124, 2.4912, 1.4976], [0.0669, 1.6672, -0.8764], [1.1064, 0.9722, 0.3662], [-1.7471, 0.8212, -0.9282], [-1.2498, -0.4230, -2.0062], [-2.0215, -0.7858, -0.3813], [1.3101, -0.4288, -2.2100], [1.8568, -1.8546, -1.3270], [2.2668, -0.2586, -0.7272], [-0.5137, -1.3994, 1.6170], [1.1336, -0.7392, 1.5835], [0.8255, -2.3685, 1.0113]]}



Model b:
{"formula": "C6H14", "method": "wB97M-V/def2-TZVPD", "charge": 0, "orbital_gap_ev": 9.3, "lumo_ev": 1.15, "elements": ["C", "C", "C", "C", "C", "C", "H", "H", "H", "H", "H", "H", "H", "H", "H", "H", "H", "H", "H", "H"], "positions_angstrom": [[2.6008, 0.0076, -0.4100], [1.2698, -0.6958, -0.3703], [0.0872, -0.0756, -0.2288], [-0.0345, 1.4227, -0.2572], [-1.2010, -0.8782, -0.2407], [-2.4769, -0.3011, 0.3851], [2.8188, 0.5970, 0.4974], [3.4162, -0.7114, -0.5207], [2.6509, 0.6998, -1.2579], [1.2652, -1.7863, -0.3863], [0.5816, -0.3279, 1.3724], [0.0497, 0.0185, 1.8577], [-0.8824, 1.8305, 0.3074], [0.8712, 1.9341, 0.0812], [-0.1829, 1.6527, -1.3168], [-1.0137, -1.8739, 0.1798], [-1.3621, -1.0159, -1.3128], [-2.7917, 0.6297, -0.0985], [-3.2989, -1.0179, 0.2614], [-2.3672, -0.1084, 1.4575]]}



The structure with the greatest stability is model b.



Model a:
{"formula": "C6H14", "method": "wB97M-V/def2-TZVPD", "charge": 0, "orbital_gap_ev": 10.5, "lumo_ev": 1.21, "elements": ["C", "C", "C", "C", "C", "C", "H", "H", "H", "H", "H", "H", "H", "H", "H", "H", "H", "H", "H", "H"], "positions_angstrom": [[2.7692, 0.2784, -0.2524], [1.3549, -0.1922, -0.5895], [0.2982, 0.5686, 0.2134], [-1.1542, 0.2672, -0.0973], [-2.1222, 0.5617, 1.0224], [-1.5787, -0.1996, -1.2719], [2.9001, 1.3367, -0.5087], [3.5236, -0.2929, -0.8041], [2.9842, 0.1682, 0.8181], [1.1812, -0.0643, -1.6646], [1.2610, -1.2672, -0.3868], [0.4546, 1.6503, 0.0832], [0.4745, 0.3786, 1.2826], [-0.6984, -2.3511, 1.1679], [-3.0912, 0.0795, 0.8595], [-1.7304, 0.2152, 1.9871], [-2.2887, 1.6423, 1.1133], [-2.6346, -0.3941, -1.4483], [-0.9011, -0.4108, -2.0946], [-0.9574, -2.0461, 0.5384]]}



Model b:
{"formula": "C6H14", "method": "wB97M-V/def2-TZVPD", "charge": 0, "orbital_gap_ev": 11.5, "lumo_ev": 1.21, "elements": ["C", "C", "C", "C", "C", "C", "H", "H", "H", "H", "H", "H", "H", "H", "H", "H", "H", "H", "H", "H"], "positions_angstrom": [[2.7783, 0.2811, -0.0278], [1.4418, -0.3639, -0.2724], [0.3006, 0.4360, 0.3005], [-1.0315, -0.3041, 0.3233], [-2.0754, 0.5143, 1.0796], [-1.5307, -0.6572, -1.0800], [2.8816, 1.3514, -0.2078], [3.1537, -0.2149, -0.9350], [3.4489, -0.0011, 0.7865], [1.2796, -0.4685, -1.4344], [1.4800, -1.4053, 0.0795], [0.2160, 1.3601, -0.2938], [0.5606, 0.7551, 1.3200], [-0.8708, -1.2452, 0.8729], [-3.0303, -0.0182, 1.1425], [-1.7447, 0.7365, 2.1017], [-2.2572, 1.4712, 0.5730], [-2.4902, -1.1848, -1.0255], [-1.6829, 0.2525, -1.6757], [-0.8275, -1.2950, -1.6273]]}



The structure with the greatest stability is model b.



Model a:
{"formula": "C6H14", "method": "wB97M-V/def2-TZVPD", "charge": 0, "orbital_gap_ev": 9.1, "lumo_ev": 1.21, "elements": ["C", "C", "C", "C", "C", "C", "H", "H", "H", "H", "H", "H", "H", "H", "H", "H", "H", "H", "H", "H"], "positions_angstrom": [[-0.4803, 2.3993, 1.4459], [-0.0186, 1.5372, 0.2732], [0.2387, 0.0860, 0.6571], [0.7564, -0.7888, -0.4628], [0.9202, -2.2278, -0.0431], [-0.7149, -0.8999, -1.8437], [-1.3994, 2.0011, 1.8929], [-0.6836, 3.4272, 1.1269], [0.2804, 2.4383, 2.2351], [-0.7756, 1.5641, -0.5216], [0.9032, 1.9470, -0.1586], [-0.6739, -0.3595, 1.1019], [0.9816, 0.0639, 1.4769], [0.6751, -0.4891, -1.5369], [1.2067, -2.8690, -0.8788], [1.7068, -2.3224, 0.7237], [-0.0045, -2.6252, 0.4158], [-0.5465, -1.7689, -2.4920], [-1.5041, -1.0559, -1.1313], [-0.9305, -0.0252, -2.4887]]}



Model b:
{"formula": "C6H14", "method": "wB97M-V/def2-TZVPD", "charge": 0, "orbital_gap_ev": 11.0, "lumo_ev": 0.94, "elements": ["C", "C", "C", "C", "C", "C", "H", "H", "H", "H", "H", "H", "H", "H", "H", "H", "H", "H", "H", "H"], "positions_angstrom": [[0.3797, -0.0479, -0.3285], [1.4552, -1.0614, -0.0918], [-0.1989, 0.1899, 1.2436], [-0.6870, -0.5884, -1.2802], [0.9529, 1.2632, -0.8693], [-1.7093, 0.2408, 1.4051], [1.9344, -1.2472, -1.1790], [1.0718, -2.0233, 0.2556], [2.2689, -0.7022, 0.5407], [0.2254, 1.1410, 1.5871], [0.1849, -0.5439, 1.9603], [-1.5018, 0.1336, -1.3991], [-1.1127, -1.5280, -0.9181], [-0.2665, -0.7705, -2.2749], [0.1791, 2.0355, -0.9197], [1.3603, 1.1242, -1.8765], [1.7687, 1.6313, -0.2390], [-2.1520, -0.7484, 1.2453], [-2.1743, 0.9514, 0.7169], [-1.9789, 0.5503, 2.4215]]}



Model c:
{"formula": "C6H14", "method": "wB97M-V/def2-TZVPD", "charge": 0, "orbital_gap_ev": 8.1, "lumo_ev": 1.00, "elements": ["C", "C", "C", "C", "C", "C", "H", "H", "H", "H", "H", "H", "H", "H", "H", "H", "H", "H", "H", "H"], "positions_angstrom": [[-1.7505, 1.0293, -0.2354], [-0.7833, 0.0303, 0.0654], [-0.9912, -1.3308, -0.5520], [0.6502, 0.4970, 0.3062], [1.5201, -0.4263, 1.1537], [1.2762, 0.7212, -1.0778], [-1.5350, 2.0704, -0.0199], [-2.6613, 0.7690, -0.7625], [-1.6474, 0.2997, 1.0222], [-1.0852, -0.5038, 1.6450], [-0.7235, -1.2540, -1.6127], [-2.0420, -1.6233, -0.4932], [-0.3816, -2.0989, -0.0715], [0.5813, 1.4695, 0.8107], [1.6635, -1.4010, 0.6726], [1.0792, -0.5925, 2.1411], [2.5111, 0.0232, 1.2832], [0.6379, 1.3553, -1.7011], [2.2556, 1.1990, -0.9774], [1.4260, -0.2333, -1.5966]]}



Model d:
{"formula": "C6H14", "method": "wB97M-V/def2-TZVPD", "charge": 0, "orbital_gap_ev": 9.4, "lumo_ev": 1.06, "elements": ["C", "C", "C", "C", "C", "C", "H", "H", "H", "H", "H", "H", "H", "H", "H", "H", "H", "H", "H", "H"], "positions_angstrom": [[2.0951, -0.0235, -0.2355], [0.7799, -0.4283, 0.4729], [-0.7670, 0.0479, -0.0771], [-0.3115, -1.0424, -1.2086], [-1.7028, -0.2610, 1.1270], [-0.6652, 1.5911, -0.2217], [2.0090, 0.9714, -0.6796], [2.4741, -0.7010, -1.0196], [2.8819, 0.0299, 0.5286], [0.8603, -1.4959, 0.7693], [0.6680, 0.1597, 1.3435], [0.6642, -1.6299, -1.2308], [-1.0451, -1.8241, -1.1579], [-0.2578, -0.4832, -2.1242], [-1.8592, -1.3352, 1.2330], [-2.7030, 0.2118, 1.1393], [-1.2127, 0.0926, 2.0598], [-0.1351, 1.8793, -1.1304], [-0.0850, 1.9830, 0.6411], [-1.6100, 2.1652, -0.2110]]}



The structure with the greatest stability is model b.